Record 1
20
Properties=species:S:1:pos:R:3:lowdin_spin:R:1 method="wB97M-V/def2-TZVPD" largest_force_ev_per_a=7.1 energy_ha=-1392.8946 charge=+1 spin_multiplicity=3 homo_lumo_gap_ha="0.210 / 0.233" homo_ev="-10.87 / -14.29"
C -0.108 0.262 -1.417 0.4476
C -1.014 2.333 -0.734 0.3441
C -1.468 1.572 0.689 0.1867
C -0.333 -1.808 0.183 0.0574
C -0.453 -0.371 -0.256 0.4712
C 0.436 -2.821 -0.650 -0.0007
N -0.327 1.621 -1.571 0.0162
N -1.014 0.347 0.747 0.0057
N 1.649 0.747 1.005 0.0636
O -0.735 -2.073 1.293 0.1568
Cl -1.214 3.997 -0.950 0.1404
Cl -2.220 2.550 1.783 0.0825
H 0.343 -0.180 -2.235 0.0207
H 0.873 -3.434 0.116 -0.0004
H 1.137 -2.255 -1.162 0.0005
H -0.354 -3.141 -1.378 0.0007
H -1.201 -0.204 1.677 -0.0009
H 2.397 0.292 1.488 0.0013
H 1.608 1.734 1.305 0.0050
H 1.996 0.833 0.064 0.0015

=====

Record 2
19
Properties=species:S:1:pos:R:3:lowdin_charge:R:1 method="wB97M-V/def2-TZVPD" largest_force_ev_per_a=1.0 energy_ha=-1607.9920 charge=+1 spin_multiplicity=1 homo_lumo_gap_ha=0.237 homo_ev=-12.39
O 0.338 -1.898 1.882 -0.3533
P 1.821 -2.097 2.389 0.4616
Cl 2.890 -1.775 0.720 0.3287
S 2.302 0.003 3.292 0.8982
F 1.466 1.110 2.558 -0.3908
H 0.110 -1.298 1.143 0.0652
H 1.420 -0.152 4.303 -0.0143
C -2.164 0.938 -1.562 -0.0715
C -1.412 1.487 -0.533 -0.0798
C -0.108 1.053 -0.325 -0.1184
C 0.441 0.074 -1.145 -0.1350
C -0.315 -0.474 -2.176 -0.0802
C -1.616 -0.039 -2.383 -0.0716
H -3.178 1.278 -1.729 0.1108
H -1.836 2.259 0.095 0.1081
H 0.483 1.506 0.459 0.0782
H 1.451 -0.281 -0.982 0.0448
H 0.111 -1.232 -2.820 0.1085
H -2.205 -0.461 -3.186 0.1108

=====

Record 3
18
Properties=species:S:1:pos:R:3:lowdin_charge:R:1 method="wB97M-V/def2-TZVPD" largest_force_ev_per_a=4.0 energy_ha=-878.0290 de_lowest_kj_mol=236.5 charge=+1 spin_multiplicity=1 homo_lumo_gap_ha=0.338 homo_ev=-14.17
C -0.549 -2.077 -0.004 0.0532
C -1.932 -1.964 0.004 -0.0131
C 0.243 -0.927 -0.049 -0.2549
C -2.535 -0.722 -0.027 -0.5465
C 1.724 -0.941 -0.053 0.0005
C -1.188 2.682 0.024 -0.0163
N -0.333 0.271 -0.084 0.1883
N -1.595 0.403 -0.072 -0.1000
O -2.130 1.622 -0.059 -0.0721
Cl -4.170 -0.355 0.017 0.8766
H -0.095 -3.054 0.028 0.1363
H -2.553 -2.846 0.047 0.1353
H 2.106 -0.223 0.668 0.0989
H 2.107 -1.930 0.167 0.0929
H 2.086 -0.628 -1.031 0.1033
H -1.783 3.575 0.200 0.1131
H -0.626 2.779 -0.907 0.1044
H -0.495 2.516 0.852 0.1002

=====

Record 4
49
Properties=species:S:1:pos:R:3:lowdin_charge:R:1 method="wB97M-V/def2-TZVPD" largest_force_ev_per_a=6.0 energy_ha=-5426.8397 de_lowest_kj_mol=0.0 charge=0 spin_multiplicity=1 homo_lumo_gap_ha=0.146 homo_ev=-11.01
In -0.990 -0.549 0.750 1.5097
C -0.162 2.420 4.396 -0.6613
F -1.336 3.016 4.420 0.1669
F 0.592 2.969 3.473 0.1856
F 0.433 2.453 5.566 0.1931
S -0.357 0.555 3.984 0.6447
O 0.657 0.332 2.991 -0.3631
O -0.322 -0.288 5.120 -0.2138
N -1.819 0.412 3.104 -0.3079
S -2.944 0.113 4.264 0.5980
O -2.933 -1.294 4.493 -0.2367
O -2.961 1.051 5.336 -0.2151
C -4.539 0.468 3.295 -0.6688
F -4.641 -0.502 2.377 0.1082
F -5.562 0.391 4.113 0.1901
F -4.477 1.624 2.653 0.1605
N 1.816 -0.520 0.631 -0.3165
S 3.114 0.277 1.119 0.4658
O 4.070 0.768 0.187 -0.2332
O 3.654 -0.234 2.336 -0.2357
F 2.415 1.620 1.658 -0.1915
S 2.519 -1.840 -0.126 0.5307
O 3.047 -2.890 0.650 -0.1917
O 3.162 -1.472 -1.337 -0.2422
F 1.090 -2.375 -0.619 -0.2345
N -2.218 -1.900 -1.064 -0.3110
S -3.691 -2.608 -0.996 0.4674
O -3.666 -3.906 -0.434 -0.2084
O -4.497 -2.349 -2.125 -0.1937
F -4.316 -1.715 0.158 -0.1807
S -1.581 -2.908 -2.244 0.5128
O -2.233 -2.981 -3.492 -0.1742
O -0.849 -3.993 -1.710 -0.2101
F -0.377 -1.924 -2.598 -0.2004
C 3.238 1.593 -3.383 -0.2060
C 2.562 0.767 -4.469 -0.1997
C 1.425 0.005 -3.812 -0.2258
S 0.650 1.243 -2.792 0.7040
O 0.050 0.674 -1.594 -0.4139
O -0.231 2.011 -3.633 -0.2950
C 2.165 2.230 -2.472 -0.1690
H 3.945 2.375 -3.659 0.1214
H 3.847 0.974 -2.715 0.1072
H 3.277 0.185 -5.039 0.1263
H 2.138 1.588 -5.062 0.1206
H 1.823 -0.708 -3.080 0.0784
H 0.814 -0.576 -4.495 0.1190
H 2.394 2.185 -1.410 0.0850
H 1.806 3.229 -2.716 0.1044